The following is a quantum chemistry calculation of C28H15F5IN3O2SV as an isolated structure, from the Open Molecules 2025 dataset.

Summary:
Maximum force ... 2.56 eV/A
Energy relative to the best compared isomer or geometry (same formula, charge and spin) ... 0.0 kcal per mole
Lowest unoccupied orbital energy (alpha / beta) ... -0.828 / -0.964 eV
Highest occupied orbital energy (alpha / beta) ... -6.86 / -7.09 eV
Orbital gap (alpha / beta) ... 6.0319 / 6.1276 eV

```
! RIJCOSX wB97M-V def2-TZVPD def2/J DEFGRID3
* xyz 0 4
I 3.646 0.808 -7.286
V -0.716 -0.074 0.404
S 0.603 -1.272 2.431
F 5.599 -4.058 0.770
F 1.038 -3.096 -0.017
F 5.502 -2.757 3.048
F 3.290 -4.194 -0.861
F 3.213 -1.436 3.831
O 0.900 -0.581 -0.898
O -0.807 0.587 -1.650
N -2.463 -1.381 0.523
N -2.358 1.082 1.072
N 0.185 1.841 0.904
C -4.708 -1.588 1.390
C 2.651 0.580 -5.433
C 1.466 1.271 -5.202
C 2.468 -0.359 -3.244
C -4.698 1.458 1.173
C 0.386 0.092 -1.802
C -0.664 2.719 1.384
C 4.398 -2.748 2.286
C -3.641 -0.836 0.924
C -2.391 -2.702 0.524
C 2.133 -2.882 0.740
C -4.581 -2.961 1.342
C -4.433 2.780 1.434
C 1.952 3.373 1.087
C 1.102 4.339 1.616
C 2.031 -2.119 1.901
C -0.229 3.968 1.847
C 1.208 0.222 -3.060
C -3.434 -3.502 0.901
C 0.711 1.056 -4.014
C -3.136 3.300 1.532
C -2.101 2.378 1.360
C 3.306 -3.472 0.270
C 3.178 -0.220 -4.399
C -3.599 0.641 1.022
C 3.221 -2.134 2.677
C 4.432 -3.406 1.070
C 1.505 2.098 0.819
H 4.137 -0.710 -4.469
H -3.442 -4.590 0.910
H 3.001 3.577 0.975
H -3.014 4.377 1.790
H 2.179 1.322 0.445
H 1.008 1.918 -5.926
H -5.601 -1.030 1.732
H -1.423 -3.098 0.264
H 1.577 5.283 1.844
H 2.859 -1.029 -2.427
H -5.252 3.502 1.350
H -0.956 4.566 2.359
H -5.670 1.136 0.861
H -0.191 1.590 -3.769
H -5.380 -3.636 1.644
*
```

***

The following is a quantum chemistry calculation of C32H35FeN6O8S as an isolated structure, from the Open Molecules 2025 dataset.

Summary:
Maximum force ... 0.57 eV/A
Lowest unoccupied orbital energy (alpha / beta) ... -0.198 / 0.137 eV
Highest occupied orbital energy (alpha / beta) ... -7.74 / -7.75 eV
Orbital gap (alpha / beta) ... 7.5468 / 7.8846 eV

```
! RIJCOSX wB97M-V def2-TZVPD def2/J DEFGRID3
* xyz 0 2
Fe 1.273 -0.165 -0.348
S -0.597 1.403 3.452
O -1.567 0.326 3.301
O 0.474 -1.139 -1.704
O 0.158 1.467 4.671
O 2.612 -1.359 1.494
O 1.896 -2.866 -0.039
O -1.158 -2.519 -2.303
O -0.485 -0.460 0.435
O 2.795 0.126 -1.609
N 3.446 -1.448 -3.105
N -3.592 6.488 2.814
N 0.272 1.258 2.128
N 1.716 3.068 2.462
N 2.039 0.291 -3.742
N 1.941 1.557 0.610
C -1.895 -3.908 0.283
C 1.206 1.432 -3.407
C -3.206 4.183 2.185
C 2.919 -1.177 -5.474
C 1.314 1.977 1.767
C -1.826 5.211 3.868
C 2.349 -3.984 0.756
C 2.784 3.703 2.038
C -1.488 2.914 3.276
C -1.963 -5.031 1.090
C -2.522 2.995 2.350
C -0.924 -3.817 2.877
C -2.865 5.307 2.943
C 3.030 2.232 0.226
C -0.838 -2.692 2.066
C 2.739 -0.348 -2.785
C 2.040 -1.658 0.483
C -0.641 -1.793 -1.487
C -2.704 -0.900 -0.298
C 1.746 -0.334 -5.024
C -4.762 -0.174 0.725
C -5.158 0.408 -0.471
C 3.510 3.320 0.912
C -3.543 -0.829 0.810
C 3.274 -2.149 -4.370
C 4.268 -2.121 -2.114
C -1.480 -4.990 2.393
C -3.103 -0.312 -1.493
C -1.310 -1.493 -0.125
C -1.139 4.021 4.032
C -1.322 -2.732 0.764
C -4.327 0.336 -1.580
H -0.327 3.937 4.741
H 1.551 -4.722 0.729
H -6.112 0.914 -0.540
H 2.548 -3.669 1.776
H 3.513 1.871 -0.670
H -1.547 -5.864 3.027
H 5.272 -2.258 -2.518
H 2.492 -2.908 -4.258
H -4.631 0.783 -2.518
H 4.391 3.851 0.586
H -3.233 -1.265 1.751
H 4.324 -1.522 -1.212
H 3.084 4.570 2.620
H 2.665 -1.721 -6.383
H -2.407 -5.940 0.705
H -2.798 2.121 1.771
H 3.847 -3.098 -1.872
H -1.561 6.076 4.466
H 3.254 -4.383 0.301
H 1.544 0.463 -5.741
H 0.155 1.138 -3.363
H 0.838 -0.940 -4.929
H -4.062 6.609 1.932
H -0.749 -0.101 1.312
H -5.399 -0.116 1.597
H 3.775 -0.534 -5.691
H -4.020 4.244 1.472
H -0.558 -3.764 3.895
H 1.502 1.843 -2.448
H 4.208 -2.666 -4.593
H -3.112 7.322 3.110
H -2.469 -0.371 -2.369
H -2.279 -3.935 -0.728
H 1.333 2.199 -4.172
H -0.416 -1.786 2.479
*
```

***

The following is a quantum chemistry calculation of one molecule with the formula C4H6N4, from the Open Molecules 2025 dataset.

Summary:
Maximum force ... 6.13 eV/A
Energy relative to the best compared isomer or geometry (same formula, charge and spin) ... 46.9 kcal per mole
Lowest unoccupied orbital energy (alpha / beta) ... 0.657 / -0.290 eV
Highest occupied orbital energy (alpha / beta) ... -4.63 / -8.65 eV
Orbital gap (alpha / beta) ... 5.2830 / 8.3606 eV

```
! RIJCOSX wB97M-V def2-TZVPD def2/J DEFGRID3
* xyz 0 3
N -1.126 0.407 -1.786
N 1.958 -0.171 1.177
N -1.116 1.613 0.522
N 0.139 1.334 0.896
C -1.620 -0.699 -2.178
C -0.601 -0.813 -1.181
C 0.720 0.151 0.678
C 0.165 -0.946 -0.086
H -2.237 -1.306 -2.768
H 2.099 0.492 1.910
H 0.589 2.019 1.466
H -1.654 1.028 -0.065
H 0.430 -2.015 0.084
H 2.253 -1.094 1.329
*
```

***

The following is a quantum chemistry calculation of a 2-piece molecular cluster, C2H4NP overall, from the Open Molecules 2025 dataset.

Summary:
Maximum force ... 4.55 eV/A
Energy relative to the best compared isomer or geometry (same formula, charge and spin) ... 116.3 kcal per mole
Lowest unoccupied orbital energy (alpha / beta) ... 0.473 / 0.474 eV
Highest occupied orbital energy (alpha / beta) ... -8.85 / -8.85 eV
Orbital gap (alpha / beta) ... 9.3232 / 9.3238 eV

```
! RIJCOSX wB97M-V def2-TZVPD def2/J DEFGRID3
* xyz 0 1
P -1.883 0.390 -0.244
N 0.391 -1.333 0.475
C 1.116 -0.427 -0.380
C -0.247 -0.336 -0.091
H -2.206 0.012 0.981
H -1.134 1.603 0.179
H 1.557 -0.727 -1.230
H 2.404 0.818 0.311
*
```

***

The following is a quantum chemistry calculation of a 11-piece molecular cluster, C11H44O11 overall, from the Open Molecules 2025 dataset.

Summary:
Maximum force ... 0.90 eV/A
SMILES ... CO.CO.CO.CO.CO.CO.CO.CO.CO.CO.CO
Energy relative to the best compared isomer or geometry (same formula, charge and spin) ... 47.9 kcal per mole
Lowest unoccupied orbital energy ... 0.137 eV
Highest occupied orbital energy ... -9.27 eV
Orbital gap ... 9.4084 eV

```
! RIJCOSX wB97M-V def2-TZVPD def2/J DEFGRID3
* xyz 0 1
O 0.354 -0.855 0.066
O -4.145 0.190 -0.237
O -2.983 2.703 0.715
O 1.014 3.238 2.456
O 4.171 -2.754 -1.519
O 3.532 -1.485 3.536
O 2.661 -4.796 -0.100
O 2.884 -0.077 -1.223
O -1.726 -2.339 1.306
O -1.357 3.040 -3.897
O -1.437 -1.097 -5.091
C -5.298 -0.040 0.593
C 5.396 -2.191 -1.995
C 3.688 1.067 -0.819
C 2.837 -0.596 2.631
C -0.331 0.397 -0.055
C 1.545 -3.985 0.276
C 0.430 2.182 3.211
C -2.293 -1.607 2.361
C -1.683 2.904 -2.505
C -3.760 3.090 1.845
C -1.081 -0.588 -3.796
H 0.305 3.808 2.140
H -1.022 -1.814 0.870
H 5.294 -1.767 -3.008
H -2.881 -2.289 2.969
H -1.898 -0.677 -3.058
H 4.311 0.755 0.022
H 2.659 0.055 -2.154
H 3.391 -1.196 4.440
H -4.761 3.424 1.554
H 0.870 -4.586 0.883
H -2.163 1.947 -2.301
H -2.309 3.731 -2.153
H 5.762 -1.386 -1.341
H -0.556 0.621 -1.103
H 3.268 -4.256 -0.629
H 6.131 -2.985 -2.035
H -5.474 -1.111 0.720
H 0.975 -3.608 -0.588
H 3.371 -0.639 1.683
H -5.047 0.339 1.582
H -3.855 2.273 2.574
H -2.940 -0.801 1.974
H -4.343 -0.096 -1.134
H -2.163 2.955 -4.413
H -0.769 0.470 -3.805
H 1.834 -3.118 0.902
H 0.152 1.332 2.575
H 2.858 0.441 2.988
H -1.277 0.298 0.472
H -0.479 2.470 3.750
H -0.744 2.985 -1.961
H 0.281 1.178 0.399
H 3.070 1.904 -0.501
H 1.100 1.816 3.992
H 1.191 -0.799 -0.418
H 4.394 1.347 -1.606
H -1.536 -1.124 3.000
H -6.177 0.496 0.237
H 3.488 -2.071 -1.483
H -1.735 -0.391 -5.662
H -3.298 1.821 0.413
H -0.241 -1.163 -3.389
H -3.248 3.906 2.344
H 1.792 -0.896 2.500
*
```

***

The following is a quantum chemistry calculation of a 7-piece molecular cluster, C7H28N14O7 overall, from the Open Molecules 2025 dataset.

Summary:
Maximum force ... 8.81 eV/A
SMILES ... NC(N)=O.NC(N)=O.NC(N)=O.NC(N)=O.NC(N)=O.NC(N)=O.NC(N)=O
Energy relative to the best compared isomer or geometry (same formula, charge and spin) ... 162.1 kcal per mole
Lowest unoccupied orbital energy ... -0.318 eV
Highest occupied orbital energy ... -8.41 eV
Orbital gap ... 8.0945 eV

```
! RIJCOSX wB97M-V def2-TZVPD def2/J DEFGRID3
* xyz 0 1
O -1.295 -1.916 5.500
O 1.243 -5.131 3.184
O -1.541 1.050 -3.257
O -1.048 3.870 -1.847
O -2.054 1.280 -0.332
O -4.289 -0.192 -1.326
O 2.133 -0.803 0.978
N 0.239 -0.506 6.342
N -3.040 -1.936 -1.996
N 0.188 1.455 -0.152
N -0.533 6.040 -1.446
N 2.542 -3.644 2.099
N 0.554 0.295 -3.033
N -0.425 5.416 -3.334
N -0.864 0.285 1.250
N 3.803 0.441 0.254
N -0.182 0.745 -4.962
N 3.628 -1.296 -0.769
N 0.357 -3.562 1.788
N 0.390 -1.107 4.298
N -5.038 -2.316 -1.394
C 3.035 -0.596 0.160
C -0.730 4.976 -2.159
C -1.040 1.097 0.283
C -0.432 0.743 -3.743
C -0.260 -1.228 5.397
C 1.347 -4.168 2.416
C -4.128 -1.365 -1.568
H -2.318 -1.230 -2.005
H -1.675 -0.007 1.777
H 3.182 -2.060 -1.256
H 1.255 -0.636 4.521
H 3.225 -4.151 2.645
H -0.832 0.881 -5.724
H -0.551 -0.195 6.889
H 4.590 0.543 -0.371
H -5.995 -2.157 -1.113
H -2.952 -2.915 -2.229
H 0.586 -2.723 1.276
H -0.496 6.417 -3.447
H 0.327 0.190 -2.055
H 1.110 -0.013 6.202
H -0.436 4.777 -4.116
H 4.544 -1.013 -1.087
H 2.591 -2.669 1.840
H -4.702 -3.259 -1.258
H 1.016 1.202 0.368
H 3.806 1.045 1.064
H 0.698 0.288 -5.152
H -0.550 -3.983 1.935
H -0.785 5.899 -0.478
H 0.019 0.182 1.729
H 0.145 6.759 -1.652
H -0.015 -1.549 3.485
H 1.446 0.334 -3.506
H 0.210 2.117 -0.915
*
```